Entry from the Open Molecules 2025 dataset: an isolated molecule of C23H25N3O5S in a non-equilibrium geometry (wB97M-V/def2-TZVPD).

```
57
Properties=species:S:1:pos:R:3:forces:R:3
C -10.10198 -0.24657 -0.20856 -0.15 -0.14 -0.13
O -9.22400 0.57085 0.52848 0.24 0.18 0.16
C -7.88782 0.44042 0.32969 0.19 0.04 0.04
C -7.29529 -0.44639 -0.56423 -0.37 -0.02 0.05
C -5.91739 -0.49109 -0.68350 0.25 0.25 0.14
C -5.11226 0.33853 0.08413 -0.55 -0.10 -0.05
N -3.70865 0.28504 -0.04750 0.25 0.02 -0.01
C -2.91927 1.33174 -0.49039 0.29 0.28 -0.22
C -3.49916 2.64573 -0.87583 -0.02 -0.04 0.09
C -1.62900 0.90496 -0.52781 -0.24 0.09 0.04
C -1.60463 -0.45199 -0.08748 -0.85 0.30 -0.01
C -0.52912 -1.36342 0.05943 0.84 -0.03 -0.12
C 0.80428 -1.24337 -0.16874 -0.63 -0.76 0.37
S 1.83694 -2.65292 0.14709 0.06 -0.15 0.07
C 3.30301 -1.78143 -0.31282 -0.58 -0.50 0.07
O 4.41523 -2.23359 -0.32172 0.33 0.02 0.02
N 2.95061 -0.52193 -0.70880 0.32 0.59 -0.29
C 4.00295 0.42591 -0.98362 -0.09 -0.11 0.12
C 4.71016 0.73804 0.34446 -0.15 0.11 -0.25
O 4.17928 0.46312 1.40075 -0.17 -0.13 0.13
N 5.91098 1.35093 0.27201 0.23 0.21 0.16
C 6.70067 1.58696 -0.91596 0.32 -0.29 -0.20
C 7.84304 0.55990 -0.95643 -0.19 0.22 -0.27
O 8.63643 0.65793 0.20231 0.16 0.04 -0.02
C 7.87017 0.43658 1.36807 -0.23 0.17 0.26
C 6.72133 1.44508 1.47443 0.17 -0.23 0.27
C 1.61697 -0.13238 -0.63955 0.14 0.34 -0.23
O 1.27161 0.97976 -0.97681 -0.05 0.06 0.07
C -2.93116 -0.79716 0.19893 0.67 -0.29 0.09
C -3.48003 -2.07536 0.72456 0.02 -0.04 -0.04
C -5.70321 1.22382 0.98165 0.03 -0.17 -0.10
C -7.07371 1.27504 1.10043 -0.22 -0.06 -0.09
H -11.10321 0.02764 0.11921 0.06 -0.06 -0.06
H -9.93215 -1.30785 -0.00116 0.01 0.04 -0.02
H -10.01200 -0.06569 -1.28433 0.01 -0.02 0.04
H -7.89275 -1.10382 -1.17527 -0.09 -0.04 -0.04
H -5.46162 -1.17345 -1.38524 0.06 -0.05 -0.07
H -4.42026 2.51218 -1.44233 -0.04 0.09 -0.06
H -2.78100 3.18665 -1.48555 0.01 0.04 -0.04
H -3.72698 3.25381 -0.00003 -0.07 0.10 -0.01
H -0.77616 1.47290 -0.83175 0.10 0.15 -0.08
H -0.82924 -2.34267 0.41567 -0.02 -0.09 0.05
H 4.68777 -0.02059 -1.70722 -0.07 0.13 0.05
H 3.53080 1.32609 -1.38799 0.14 -0.11 0.00
H 6.09642 1.53750 -1.81825 0.00 0.03 0.00
H 7.13102 2.59204 -0.83756 -0.06 -0.07 -0.10
H 8.50855 0.74853 -1.80040 -0.08 -0.04 -0.01
H 7.41806 -0.45231 -1.03999 0.02 0.07 -0.03
H 8.55814 0.53928 2.20807 -0.08 -0.04 0.00
H 7.45321 -0.58127 1.35609 0.03 0.07 0.03
H 6.08894 1.22096 2.33319 0.10 0.08 -0.06
H 7.11777 2.46169 1.55547 0.00 -0.05 0.03
H -4.48971 -1.93007 1.10263 0.01 -0.09 0.05
H -2.85632 -2.45026 1.53390 -0.02 -0.05 0.05
H -3.51033 -2.83766 -0.05530 -0.08 -0.09 0.01
H -5.08102 1.86009 1.59161 0.08 0.06 0.06
H -7.54709 1.95348 1.79176 -0.05 0.09 0.09
```
Positions in Å, forces in eV/Å.

Computed properties:
E_LUMO = 0.122 eV
charge = 0
strongest force on any atom = 1.055 eV/A
DFT total energy = -49800.4020 eV

Atomic partial charges in e from the Löwdin method, atoms 1 to 5:
1 C -0.09
2 O -0.08
3 C -0.27
4 C -0.01
5 C 0.00

Entry from the Open Molecules 2025 dataset: an isolated molecule of C6H6 in a non-equilibrium geometry (wB97M-V/def2-TZVPD).

```
12
Properties=species:S:1:pos:R:3:forces:R:3
C 2.72658 -0.15573 -0.11169 -2.38 0.08 0.95
C 3.77269 -0.31941 -0.75877 1.86 -0.33 -1.26
C 1.69918 0.09154 0.70410 -0.08 0.87 2.29
C 0.24047 0.17392 0.56551 -0.94 0.44 -0.36
C -0.59687 -0.27895 -0.43428 1.64 -0.35 1.84
C -2.02464 -0.00204 -0.47162 -2.85 0.27 0.05
H 2.01287 0.42583 1.78249 -0.50 -0.71 -1.93
H -0.21180 0.77419 1.42638 0.42 -0.90 -1.41
H -0.27584 -0.96075 -1.19561 0.79 -0.09 -0.36
H -2.21716 0.83770 0.24232 -0.31 -0.61 -0.75
H -2.79788 -0.86559 -0.21806 1.99 1.39 -0.33
H -2.32761 0.27930 -1.53077 0.36 -0.06 1.26
```
Positions in Å, forces in eV/Å.

Computed properties:
E_LUMO = -1.733 eV
charge = 0
strongest force on any atom = 2.863 eV/A
DFT total energy = -6313.3742 eV

Atomic partial charges in e from the Löwdin method, atoms 1 to 5:
1 C -0.26
2 C 0.05
3 C -0.11
4 C -0.10
5 C -0.14

Entry from the Open Molecules 2025 dataset: a structure of composition C22H18AsN4OPdS6 (wB97M-V/def2-TZVPD).

```
53
Properties=species:S:1:pos:R:3:forces:R:3
Pd -0.02502 0.47715 0.25973 -0.16 -0.25 -0.17
C 2.28287 0.25459 2.85176 -0.19 -0.01 -0.12
C 2.50505 0.62580 1.41817 0.11 -0.06 -0.05
N 1.78734 1.61983 0.90947 0.01 -0.16 0.08
N 2.33685 2.36150 -0.03460 0.46 -0.32 0.37
C 1.58085 2.81480 -1.00273 -0.32 0.15 -0.47
S 0.03640 2.28576 -1.39588 -0.04 0.33 0.15
S 2.31966 4.02264 -2.05533 0.05 0.05 -0.12
C 4.07424 3.52251 -2.06559 -0.14 0.06 -0.15
C 4.90030 3.92527 -0.88613 0.02 0.06 0.05
C 5.44670 2.96016 -0.05471 0.06 0.00 0.02
C 6.22314 3.32845 1.03107 0.03 -0.02 0.01
C 6.46134 4.66695 1.29590 0.02 0.03 0.05
C 5.92372 5.63719 0.46332 0.03 0.02 0.02
C 5.15103 5.26574 -0.62288 -0.01 -0.03 0.06
C 3.40331 -0.08516 0.55096 -0.27 0.26 0.14
C 4.64853 -0.55667 1.00330 0.08 -0.09 -0.08
C 5.55505 -1.10579 0.13563 0.01 0.04 0.16
C 5.20057 -1.24512 -1.22268 0.07 -0.06 -0.11
C 3.96747 -0.89191 -1.67986 -0.02 0.03 -0.07
C 2.96463 -0.35660 -0.80278 -0.04 -0.06 0.03
O 1.76983 -0.23279 -1.19522 -0.06 0.06 -0.08
H 1.52007 0.89693 3.29839 0.10 -0.11 -0.10
H 3.21908 0.37373 3.39593 0.12 0.04 0.08
H 1.96855 -0.79255 2.92970 0.05 0.18 -0.04
H 4.44677 4.01552 -2.96680 0.01 -0.06 -0.02
H 4.11551 2.44743 -2.22581 -0.03 -0.06 0.00
H 5.25060 1.91645 -0.24840 -0.04 -0.14 -0.03
H 6.63558 2.56296 1.67238 0.04 -0.06 0.07
H 7.05909 4.95494 2.14918 0.04 0.02 0.05
H 6.10652 6.68377 0.66179 0.01 0.07 0.02
H 4.72092 6.02242 -1.26301 -0.06 0.10 -0.09
H 4.91722 -0.40582 2.03869 0.02 0.01 0.13
H 6.53619 -1.40384 0.47798 0.01 -0.01 0.01
H 5.92238 -1.66232 -1.91652 0.00 0.00 0.01
H 3.68449 -1.04550 -2.71258 -0.02 0.01 -0.03
S -3.62269 -1.83480 1.78392 -0.07 -0.13 0.10
As -1.70060 -1.11091 2.30404 0.26 0.05 0.27
S -1.47107 1.04686 2.20478 0.02 -0.17 -0.15
S -0.01378 -1.86650 1.17133 -0.06 0.19 0.12
S -1.76894 -1.90080 4.29245 -0.24 -0.02 -0.08
N -5.16603 -0.69342 -5.11361 -0.23 -0.03 -0.30
C -4.47658 -0.60271 -4.20298 0.02 0.00 0.03
C -3.61271 -0.48612 -3.06791 0.19 0.04 0.26
C -3.76879 0.57448 -2.17799 0.07 -0.20 -0.05
C -2.90071 0.65203 -1.10754 0.04 -0.09 0.24
N -1.93602 -0.24640 -0.90471 0.21 0.20 -0.26
C -1.79687 -1.26731 -1.74699 0.02 0.03 0.15
C -2.61494 -1.43030 -2.84992 -0.13 0.11 0.06
H -4.54095 1.31261 -2.31678 -0.08 0.06 -0.03
H -2.97483 1.44069 -0.36267 0.06 -0.08 -0.09
H -1.00674 -1.96985 -1.50682 0.00 0.06 -0.01
H -2.47991 -2.26751 -3.51589 -0.01 -0.04 -0.06
```
Positions in Å, forces in eV/Å.

Computed properties:
E_LUMO (alpha / beta) = 1.727 / -0.083 eV
charge = -1
strongest force on any atom = 0.670 eV/A
DFT total energy = -160444.9958 eV
2S+1 = 5
⟨S²⟩ = 6.051

Atomic partial charges in e from the Löwdin method, atoms 1 to 5:
1 Pd 0.41
2 C -0.04
3 C -0.28
4 N -0.04
5 N -0.02

Entry from the Open Molecules 2025 dataset: a structure of composition C34H52N4OS3SbTa (wB97M-V/def2-TZVPD).

```
96
Properties=species:S:1:pos:R:3:forces:R:3
Ta 1.47118 1.38428 0.45026 0.23 -0.02 0.12
S 4.32821 -1.86555 2.26078 -0.01 0.02 -0.02
Sb 1.95916 -1.59109 1.91623 -0.11 0.00 0.00
S 1.95432 -0.82934 -0.35239 -0.10 0.24 0.01
S 1.65899 0.64297 2.79415 0.02 0.00 -0.12
C -0.76963 -2.31240 4.66077 0.00 -0.01 -0.02
C -1.49646 -2.36514 3.31760 -0.01 -0.04 0.00
C -3.00010 -2.15573 3.52001 0.00 0.02 -0.01
C -1.25061 -3.64299 2.54426 -0.02 0.03 0.04
C -1.25703 -4.87024 3.19904 0.03 0.00 0.00
C -1.07309 -6.05162 2.50380 0.01 0.02 -0.01
C -0.87881 -6.00086 1.13180 -0.02 0.00 0.01
C -0.86798 -4.79809 0.43367 0.03 -0.01 -0.01
C -0.63617 -4.85833 -1.07002 -0.01 0.01 0.00
C 0.51881 -3.98815 -1.57098 0.01 0.00 0.00
C -1.90222 -4.58217 -1.89096 0.00 0.00 0.03
C -1.06817 -3.60033 1.15182 0.00 -0.02 0.01
N -0.97821 -2.37830 0.46526 0.05 0.02 -0.05
C -2.04663 -1.85712 -0.02858 -0.03 -0.02 0.02
C -2.13845 -0.83571 -1.02139 0.01 0.01 -0.03
C -3.36464 -0.35620 -1.52305 -0.01 0.03 0.05
C -3.05567 0.38590 -2.65556 0.07 0.06 0.01
C -1.64757 0.29423 -2.79906 -0.05 0.02 -0.01
N -1.09319 -0.40820 -1.80716 -0.03 -0.19 -0.08
C -0.84668 0.74817 -4.00985 -0.01 0.02 0.00
C 0.51957 0.06455 -4.03012 0.00 0.01 0.04
C -0.64679 2.26919 -4.02989 -0.02 -0.01 -0.03
C -1.61032 0.35738 -5.28310 0.02 -0.02 0.00
H -0.82738 -1.30477 5.07809 -0.01 0.00 0.01
H -1.21535 -2.99689 5.38649 0.00 0.00 0.01
H 0.28491 -2.57493 4.55740 0.00 0.00 -0.01
H -1.12271 -1.54667 2.69789 0.01 0.02 0.00
H -3.42926 -3.01415 4.04361 0.00 0.00 0.01
H -3.51355 -2.05428 2.56286 -0.01 0.00 0.01
H -3.19827 -1.25891 4.11113 0.00 0.00 -0.01
H -1.40537 -4.89860 4.27227 0.00 0.00 0.01
H -1.07305 -7.00194 3.02339 0.00 0.00 0.00
H -0.72462 -6.92204 0.57961 0.00 0.00 0.00
H -0.36035 -5.90099 -1.26287 0.00 0.00 0.00
H 0.27197 -2.92794 -1.52826 -0.01 0.01 0.00
H 0.74402 -4.24724 -2.60963 0.00 0.00 0.00
H 1.42314 -4.15217 -0.97957 0.00 0.00 0.01
H -2.14266 -3.51936 -1.90926 -0.01 0.02 0.02
H -2.76017 -5.12789 -1.49224 0.00 0.00 -0.01
H -1.74780 -4.89890 -2.92579 0.01 0.01 0.00
H -3.02353 -2.27877 0.25506 0.00 -0.01 -0.03
H -4.34517 -0.56115 -1.11446 0.00 0.00 0.00
H -3.74969 0.88514 -3.31636 -0.01 0.00 -0.01
H 1.07991 0.28172 -3.12177 0.01 -0.01 -0.02
H 1.09296 0.40747 -4.89860 0.01 0.00 0.00
H 0.40957 -1.01944 -4.08471 0.00 0.00 0.00
H -1.60239 2.79207 -3.95062 0.00 0.00 0.01
H -0.15847 2.57917 -4.96044 0.00 0.01 0.00
H -0.02069 2.58672 -3.19757 0.01 0.01 0.00
H -1.81836 -0.71380 -5.29015 0.00 0.00 0.00
H -1.02130 0.60490 -6.17221 0.00 0.01 0.00
H -2.56334 0.88487 -5.35053 -0.01 -0.01 0.00
N 3.39137 2.97256 -3.09286 0.01 0.04 0.04
C 2.58963 2.77496 -2.04547 -0.02 -0.04 -0.03
O 2.46824 1.62844 -1.57527 0.04 -0.05 0.03
C 1.80420 3.88623 -1.43895 -0.01 0.01 0.01
C 0.72292 3.20938 -0.60656 0.01 -0.06 -0.02
H 3.93938 2.20110 -3.43516 -0.01 -0.01 -0.01
H 3.54499 3.89521 -3.45527 -0.02 0.00 -0.01
H 1.43340 4.54933 -2.22963 0.01 0.02 0.02
H 2.48832 4.46478 -0.80605 0.01 -0.02 -0.01
H -0.04072 2.79791 -1.27237 -0.02 0.02 0.01
H 0.21117 3.91935 0.03598 0.03 0.02 0.05
C 1.67780 4.40860 2.22974 0.02 0.01 0.02
C 2.96344 3.90100 1.65825 -0.02 -0.04 -0.07
C 4.19029 4.50924 1.71264 0.01 -0.02 0.00
C 5.11087 3.64455 1.06530 0.03 0.03 0.02
C 4.41130 2.54005 0.65041 -0.08 -0.01 -0.06
C 4.98750 1.29767 0.04130 0.01 -0.01 0.02
N 3.07407 2.69584 0.98446 0.03 0.09 0.11
H 1.87423 4.91503 3.17590 -0.01 0.00 0.00
H 0.97785 3.60022 2.43783 -0.02 -0.01 0.02
H 1.17193 5.12043 1.57291 -0.01 0.00 -0.01
H 4.39907 5.45537 2.18920 0.00 0.00 0.00
H 6.17638 3.78267 0.95766 0.00 0.00 0.00
H 5.65253 0.80078 0.75217 0.00 0.00 0.00
H 5.57637 1.53311 -0.84908 0.00 -0.01 -0.01
H 4.23027 0.57225 -0.24588 0.02 0.00 -0.01
C -2.11018 3.33645 1.61343 -0.01 0.00 0.01
C -1.32867 2.11456 2.09134 0.02 0.01 -0.01
C -2.26002 1.16664 2.83962 -0.03 0.02 0.00
C -0.64719 1.38321 0.91952 0.01 -0.12 -0.05
H -2.59343 3.83903 2.45568 -0.01 0.00 0.00
H -2.88666 3.03204 0.90638 0.00 0.00 -0.01
H -1.47334 4.06565 1.11258 0.00 0.01 0.00
H -0.58693 2.45149 2.82119 0.03 -0.01 0.00
H -2.98835 0.72371 2.15423 0.01 -0.01 0.00
H -2.80208 1.68719 3.63545 -0.01 0.00 -0.01
H -1.68505 0.36098 3.29325 0.01 -0.01 0.01
H -1.21069 1.57026 0.00082 0.01 -0.05 -0.04
H -0.71911 0.29240 1.06520 -0.08 0.01 0.05
```
Positions in Å, forces in eV/Å.

Computed properties:
E_LUMO (alpha / beta) = 2.208 / 0.189 eV
charge = -1
strongest force on any atom = 0.265 eV/A
DFT total energy = -84709.6579 eV
2S+1 = 2
⟨S²⟩ = 0.755

Atomic partial charges in e from the Löwdin method, atoms 1 to 5:
1 Ta 1.22
2 S -0.09
3 Sb 0.39
4 S 0.05
5 S 0.00

- The lowest DFT total energy belongs to which entry?
  C22H18AsN4OPdS6